No. 1
25
Properties=species:S:1:pos:R:3 method="wB97M-V/def2-TZVPD" smiles="NCC(=O)NCC=O.O.O.O" e_above_lowest_kcal_mol=75.50 energy_ha=-646.43988 orbital_gap_ev=9.86
N 0.7315 1.6066 1.3306
C -0.7941 1.7454 1.0011
C -1.0165 2.2767 -0.5272
O -1.4363 3.4224 -0.8784
N -0.8097 1.3402 -1.4977
C -0.1532 0.0463 -1.5352
C 0.4212 -0.1222 -2.9285
O 1.2124 -1.0209 -3.1306
H 1.1220 2.5259 1.5600
H 1.2832 1.2594 0.5736
H -1.1637 2.3881 1.7488
H -1.4611 0.9236 1.0672
H -0.8836 1.7582 -2.4370
H -0.7695 -0.8163 -1.4231
H 0.5724 0.1367 -0.6796
H 0.4172 0.5668 -3.8316
O 0.2869 -2.6707 -0.1300
H -0.0657 -2.8565 -0.9384
H 1.2616 -2.7819 -0.0427
O -1.7663 -1.7892 1.9674
H -1.0978 -1.2158 2.0973
H -1.5556 -2.5976 2.3292
O 2.2284 -1.4831 2.1140
H 1.9329 -0.6423 2.3765
H 1.5036 -1.9996 1.8141


No. 2
18
Properties=species:S:1:pos:R:3 method="wB97M-V/def2-TZVPD" smiles="C=CC/C=C/N.O" e_above_lowest_kcal_mol=98.06 energy_ha=-326.97507 orbital_gap_ev=9.10
C -2.9206 0.1402 -0.0525
C -1.6298 -0.1975 -0.3997
C -0.3497 0.6520 -0.3377
C 0.9993 -0.1195 -0.1602
C 1.4832 -0.8373 -1.2581
N 2.8479 -1.2568 -1.4606
H -3.6201 -0.5221 -0.3048
H -3.3177 1.1094 -0.1136
H -1.3142 -1.2375 -0.7658
H -0.0998 1.2459 -1.1823
H -0.5849 1.4410 0.5604
H 1.4799 -0.1818 0.8851
H 0.7939 -1.2322 -1.9244
H 3.1493 -1.2521 -2.4069
H 3.5234 -1.3412 -0.7145
O -0.1108 1.5055 3.2814
H 0.3592 1.0883 2.5687
H -0.6885 0.9958 3.7857


No. 3
7
Properties=species:S:1:pos:R:3 method="wB97M-V/def2-TZVPD" smiles="C#[N+]C(=O)N=O" e_above_lowest_kcal_mol=19.22 charge=+1 energy_ha=-336.30338 orbital_gap_ev="8.40 / 8.19"
C 1.9637 0.1545 0.0456
N 0.8200 0.2921 -0.0600
C -0.6156 -0.2895 0.0464
O -0.7832 -1.4728 0.0179
N -1.6482 0.5289 -0.2353
O -2.7064 0.7969 0.1868
H 2.9697 -0.0101 -0.0014